Record 1
Entry from the Open Molecules 2025 dataset: one molecule with the formula C3H11N3Si in a non-equilibrium geometry (wB97M-V/def2-TZVPD).

CARTESIAN COORDINATES (ANGSTROEM)
N -1.63593 -0.61674 0.06658
H -1.95969 -1.54684 0.22723
H 0.40868 2.06882 1.42071
C 0.99737 -1.84597 -0.26550
H 0.03845 1.95347 -1.18766
H 0.13391 0.71208 2.44921
H 1.67669 0.87981 1.84176
H 1.25373 0.95535 -1.75396
H 2.11057 -1.82279 -0.37485
H 0.59354 -2.16226 -1.19583
C 0.61392 0.99809 1.51151
N -3.70098 0.00512 0.29345
H -4.38727 0.77293 0.12019
C 0.17607 0.89985 -1.63558
Si 0.14886 -0.12402 0.03048
H 0.64080 -2.41789 0.47627
N -2.49839 0.36294 -0.05503
H -0.41092 0.60604 -2.43810

Properties
* structure (SMILES): [H]/N=N/N[Si](C)(C)C
* relative energy (zero: lowest compared OMol25 entry of this formula, charge and spin): 66.4 kcal/mol
* Kohn-Sham gap: 9.760 eV
* multiplicity: 1

***

Record 2
Entry from the Open Molecules 2025 dataset: C11H25Cl2N2OP2V as an isolated structure in a non-equilibrium geometry (wB97M-V/def2-TZVPD).

CARTESIAN COORDINATES (ANGSTROEM)
H 2.31204 -2.35870 0.35434
C 0.69919 -0.19154 -5.10585
H 0.96049 2.65935 1.56135
H 0.02284 0.62396 -5.39955
H 1.37822 -3.77091 0.96772
O 1.84948 -0.10733 -2.93046
C -1.37889 -3.35796 0.12625
H -1.58090 -3.29111 1.20160
C 1.06513 3.00754 0.52675
C -0.82662 -0.94649 2.66603
H -0.97043 2.23603 2.13969
H -1.66013 4.34647 -0.47328
C -1.77630 3.31417 -0.11513
H -2.28068 -3.02550 -0.40453
H 1.23331 -2.16627 1.76081
H -0.83722 -0.98484 4.86946
H 1.08987 2.56690 -2.52249
H -0.61870 2.96119 -2.86194
H 0.40964 4.13981 -1.97792
Cl -3.11073 -0.14293 -0.30454
H -1.13625 -4.39795 -0.13487
C 1.36315 -2.68403 0.80265
C -0.90329 1.22123 2.49352
H -0.10895 -2.87843 -2.71013
H 0.24058 -1.15698 -5.37475
N -0.83351 0.12013 1.77452
C 0.60536 -3.04618 -1.89531
C 0.19538 3.07331 -2.13805
V -0.92981 0.00048 -0.38584
H 1.57235 -2.60613 -2.17357
H -0.81141 -1.96492 2.30851
N -0.90199 0.92980 3.81828
P 0.01738 -2.25660 -0.35971
H 1.04632 4.10578 0.49855
C -0.85339 -0.45344 3.93878
H 1.65501 -0.08164 -5.63859
H 2.02185 2.63972 0.13120
H -0.94716 1.61630 4.56760
C 0.89875 -0.13723 -3.65018
P -0.26485 2.34791 -0.53567
Cl -0.95582 -0.11014 -2.75641
H 0.71471 -4.12513 -1.71225
H -2.63715 2.83198 -0.59749
H -1.96796 3.33153 0.96510

Properties
* relative energy (zero: lowest compared OMol25 entry of this formula, charge and spin): 0.0 kcal/mol
* Kohn-Sham gap (alpha / beta): 6.283 / 7.013 eV
* <S²>: 0.822
* multiplicity: 2
* total charge: +3

***

Record 3
Entry from the Open Molecules 2025 dataset: one molecule with the formula C7H4 in a non-equilibrium geometry (wB97M-V/def2-TZVPD).

CARTESIAN COORDINATES (ANGSTROEM)
C -0.87370 2.25099 -0.97480
C 0.47132 -0.08630 0.46932
H 0.61373 -3.65736 0.26100
C 0.56315 1.12454 1.00326
H -1.62172 -0.00228 -0.71762
H -0.23893 0.37657 -2.04209
C -0.80340 0.73313 -1.13093
C -0.17959 1.80880 0.01451
C 0.61503 -1.42321 0.49961
H 0.84399 1.48473 2.06084
C 0.61012 -2.60960 0.55691

Properties
* relative energy (zero: lowest compared OMol25 entry of this formula, charge and spin): 88.0 kcal/mol
* Kohn-Sham gap: 8.102 eV
* multiplicity: 1

***

Record 4
Entry from the Open Molecules 2025 dataset: C27H51NO2Si2Tb as an isolated structure in a non-equilibrium geometry (wB97M-V/def2-TZVPD).

CARTESIAN COORDINATES (ANGSTROEM)
C -3.39009 -3.56213 0.03931
H -1.89067 0.50093 -2.24886
H -3.25703 -0.08499 -0.47710
H -4.58133 1.25427 4.29234
H -1.22931 -1.98458 -4.60327
H -4.57057 0.56992 -1.45477
H 5.67179 1.53105 3.63502
C 0.59643 -3.62215 -0.51688
H 1.09270 -0.05975 -3.44848
C -2.81544 -0.00491 -2.57620
H 5.82154 3.41685 1.65625
H -2.20171 -0.53542 -4.98307
H -0.43044 2.44147 -0.82727
C -0.15548 2.69937 -3.69750
H 3.59246 -0.36861 0.71748
H -3.15969 -4.61280 -0.14418
H 3.51406 0.96855 -0.45283
O -1.51580 -2.52738 -1.26573
C -0.08256 -0.97506 4.91051
C 5.04325 0.85044 3.04303
C -3.78592 -0.19086 -1.42949
C -2.42560 2.02321 1.73036
H 4.45150 0.23940 3.74047
C 0.57108 1.95321 -0.87291
H 0.39097 -1.82471 -1.69509
C 1.01149 -1.80204 5.16544
H -3.87519 -3.51400 1.01847
H 3.20525 3.55110 -3.38419
H 2.97439 3.51631 3.27879
H -2.36038 -1.70659 0.45518
H 5.26015 2.90271 0.05908
H 0.17963 3.38897 -4.48722
H -0.10519 -3.30641 -2.51827
Tb 0.97631 1.16934 1.15101
H 4.34032 4.10669 0.97479
H 0.90609 -3.02122 0.34772
H -3.24318 0.57245 -3.41343
H 2.63426 0.16830 -2.60660
Si 1.26457 2.25353 -2.54384
H -2.05876 -2.11130 -2.12511
H 2.22012 4.51924 -2.25795
C 1.91168 0.65424 -3.27199
H -4.23375 -1.84758 -5.17459
H 1.51681 -4.03208 -0.95401
H -0.82455 -0.77574 5.68371
H 2.75075 -2.76773 4.27143
C -3.61372 2.01642 2.50771
H 3.30775 3.26996 -1.62964
C -2.57793 0.49222 4.07435
H 1.14547 -2.23821 6.15257
C 1.90480 -2.09583 4.13124
H -1.38311 -3.15428 0.72661
C -2.21908 -1.51932 -4.49615
H 0.31287 0.82217 -0.93105
H -4.13260 -3.23997 -0.69069
C -1.33109 1.27801 2.13678
H -0.56719 1.79660 -4.18057
H -4.47595 2.60713 2.18335
C -3.28752 -2.40149 -5.08645
H -2.38016 2.62740 0.82402
H 2.40428 0.83875 -4.23641
Si 3.93998 1.81417 1.85430
N 0.67069 -0.66322 2.65649
H 5.71144 0.17078 2.49335
H -2.98660 -2.71750 -6.08682
H -3.46970 -3.28974 -4.47589
C -2.14911 -2.71620 0.09046
C 2.62610 3.51882 -2.45371
C 4.92800 3.18713 1.06397
H 1.59606 2.98196 2.36545
C -3.67780 1.25808 3.68117
H -4.26814 -1.17047 -1.47169
C 1.70255 -1.51871 2.88218
H 2.36100 -1.71961 2.03067
C -0.24577 -0.39649 3.64522
H -0.97815 3.17437 -3.14160
H 0.00575 -4.47559 -0.17844
C 2.52052 2.59983 2.87476
H 2.22699 1.97496 3.73060
C 3.23082 0.65991 0.57029
O -2.45437 -1.34224 -3.06154
C -1.39501 0.47722 3.28528
H -2.61690 -0.12027 4.97669
C -0.09014 -2.80023 -1.55647

Properties
* relative energy (zero: lowest compared OMol25 entry of this formula, charge and spin): 0.0 kcal/mol
* Kohn-Sham gap (alpha / beta): 6.997 / 7.060 eV
* <S²>: 12.718
* multiplicity: 7
* total charge: +1

***

Record 5
Entry from the Open Molecules 2025 dataset: a 3-piece molecular cluster, C17H28BN2O4P overall in a non-equilibrium geometry (wB97M-V/def2-TZVPD).

CARTESIAN COORDINATES (ANGSTROEM)
H -3.48055 5.70089 -1.08744
H -1.71257 0.96088 -1.91955
C 0.78565 0.31827 0.47424
O -0.23238 2.21146 -3.51148
H 1.94416 1.12611 -5.06140
H 2.89008 -3.12635 -2.95575
H 4.00002 -1.99190 -0.88129
H 0.51400 -6.15617 6.96103
H 0.23323 2.75088 -5.47299
H 2.40445 -1.55117 -3.65188
C 1.97756 -0.73590 2.23021
H -1.14065 -3.90558 3.71113
H -2.07985 -0.41028 -2.97341
H -4.91403 2.07738 0.70711
O -0.42677 -0.67560 -1.88121
C -4.37905 3.93418 -0.24507
C -0.69902 0.91927 -3.81063
H -1.51309 0.97965 -4.53917
B 2.22100 -1.56118 -1.49326
O 0.86505 -0.78862 1.36103
H 2.39203 1.82244 -3.53310
H -5.38679 4.17953 -0.55492
H -0.99047 -6.05157 4.98052
C 0.42279 -5.24379 6.38165
H 0.06049 0.26012 -4.23386
P 1.02286 -0.08097 -1.32038
C -2.05222 4.41903 -0.12431
C -2.81240 2.50149 0.82897
N -1.78573 3.30343 0.55130
C 2.02509 2.06752 -4.52186
H 2.11391 -1.74410 2.60995
H 1.16867 -2.61681 -3.07457
H 2.88144 -0.45417 1.69974
C -0.49769 -3.99410 4.57738
H -0.18312 0.81388 0.52713
C 1.07086 -3.08311 6.11755
C -4.12056 2.76743 0.45532
H 0.81059 3.77518 -4.18093
C 0.66206 2.73828 -4.46633
H 1.54224 1.05799 0.72327
C 2.19240 -2.30013 -2.88924
C 0.26095 -2.91720 5.00460
C -3.32370 4.78046 -0.54229
H 2.75376 2.67153 -5.05167
N 1.16039 -4.21976 6.80530
H -2.56631 1.59950 1.38005
H 1.80037 -0.06667 3.07517
H 0.22668 -1.96932 4.48494
H -1.19718 5.04999 -0.33991
C -1.28384 0.22223 -2.59544
C -0.41641 -5.18533 5.27944
O 3.10775 -1.91274 -0.49732
H 1.68381 -2.26646 6.48361

Properties
* structure (SMILES): CCOCCOP(COC)B(C)O.c1ccncc1.c1ccncc1
* Kohn-Sham gap: 8.382 eV
* multiplicity: 1

***

Record 6
Entry from the Open Molecules 2025 dataset: one molecule with the formula C5H10O2 (wB97M-V/def2-TZVPD).

CARTESIAN COORDINATES (ANGSTROEM)
H -2.70066 0.34983 0.22027
O 0.87845 -0.30291 0.60433
H 2.82727 0.40922 0.43710
C -0.94223 0.27942 -0.88054
H 2.43638 -0.59852 1.86221
H 2.63122 -1.35841 0.25633
C 0.52743 -0.11378 -0.75968
O -0.83108 1.74687 0.96951
H -1.18269 0.30532 -1.94987
H 1.13970 0.70577 -1.17953
C -1.38885 1.58360 -0.21305
H -0.12889 1.08386 1.16650
H 0.77091 -1.02218 -1.33410
C 2.26796 -0.46944 0.79141
H -2.66064 -1.14652 -0.68395
H -1.61837 -0.96830 0.79238
C -2.02594 -0.48383 -0.09934

Properties
* relative energy (zero: lowest compared OMol25 entry of this formula, charge and spin): 101.3 kcal/mol
* Kohn-Sham gap: 8.831 eV
* multiplicity: 1

***

Which value of multiplicity does entry 1 give?
1